C12H30AlClF5O4S4 as an isolated structure. Source: the Open Molecules 2025 dataset; level of theory: the ωB97M-V functional and the def2-TZVPD basis.

The geometry in ORCA input format:
```
! wB97M-V def2-TZVPD RIJCOSX def2/J DEFGRID3
* xyz -1 1
F -6.59466 2.59044 -3.82306
C -5.55256 1.59246 -3.92352
C -4.16942 2.38138 -3.82284
Al -3.58142 2.31217 -1.83483
Cl -1.29283 2.32623 -1.80280
C -4.33531 4.07266 -1.00230
F -5.75652 3.96075 -1.09191
F -3.85397 5.11626 -1.85109
C -3.92247 4.30136 0.50546
F -2.56443 4.64190 0.57499
F -4.18951 3.20632 1.32610
H -5.68804 1.14219 -4.95688
H -5.64133 0.83685 -3.09623
H -4.26688 3.46582 -4.12102
H -3.34555 1.86808 -4.40721
H -4.17580 1.01202 -1.09894
H -4.50594 5.17505 0.93017
C 0.50703 -1.45326 1.58213
S -1.18761 -1.12773 1.05329
O -1.11959 -0.28305 -0.17386
C -1.60483 -0.04184 2.43128
H 0.98366 -2.09063 0.83585
H 1.05933 -0.51495 1.66425
H 0.49610 -1.96918 2.54420
H -0.91898 0.80669 2.45532
H -1.54603 -0.60125 3.36457
H -2.62390 0.31873 2.28771
C 3.62083 -0.35856 -0.67962
S 4.12080 0.28608 0.92847
O 2.94151 0.98702 1.51570
C 5.23307 1.54989 0.28181
H 2.88443 -1.14690 -0.52267
H 3.17543 0.43748 -1.27816
H 4.49066 -0.77257 -1.19179
H 4.68522 2.22436 -0.37770
H 6.04964 1.07154 -0.26268
H 5.63880 2.11343 1.12218
C -2.07103 -3.83251 6.62009
S -2.27527 -3.78455 4.82756
O -1.52244 -2.59904 4.32458
C -4.02346 -3.34027 4.85179
H -1.02781 -4.05705 6.84158
H -2.33316 -2.86468 7.05035
H -2.70623 -4.61522 7.03791
H -4.16185 -2.40383 5.39416
H -4.59509 -4.13907 5.32722
H -4.36117 -3.21694 3.82296
C 5.56184 -2.20942 -3.49672
S 7.14449 -1.41731 -3.14458
O 6.85648 -0.14427 -2.41897
C 7.52000 -0.99063 -4.85687
H 5.11791 -2.52695 -2.55357
H 4.89409 -1.50286 -3.99223
H 5.72511 -3.08187 -4.13116
H 6.72783 -0.36178 -5.26576
H 7.61763 -1.90385 -5.44600
H 8.46322 -0.44511 -4.87674
*
```

The calculation puts the largest force on an atom at 2.5 eV Å⁻¹. The calculation puts the frontier orbital gap at 6.460 eV. The value obtained for the HOMO energy is -4.7 eV.